{
  "formula": "CH2N3O2P",
  "method": "the ωB97M-V functional and the def2-TZVPD basis",
  "total_energy_ev": -18918.4221,
  "gap_ha": 0.334,
  "fmax_ev_per_a": 1.57,
  "e_above_lowest_kcal_mol": 40.2,
  "symbols": ["C", "N", "N", "N", "O", "O", "P", "H", "H"],
  "coordinates": [[-2.9144, 1.4713, -0.5513], [-2.0947, 2.0598, -1.1530], [1.3438, -2.6265, 0.7188], [0.6881, -0.0488, 0.2743], [1.8328, 0.1714, 0.0148], [-0.1323, 0.7731, 0.6957], [0.1695, -1.8469, 0.2123], [-1.1956, 2.4882, -1.1217], [2.3029, -2.4416, 0.9102]],
  "atomic_forces_ev_per_a": [[0.171, 0.251, -0.576], [-0.509, -0.442, 0.812], [-0.049, -0.716, -0.249], [-1.032, 0.716, 0.938], [1.216, 0.687, -0.445], [0.615, -0.783, -0.520], [-1.249, -0.271, -0.017], [0.264, 0.199, -0.260], [0.574, 0.358, 0.317]],
  "mulliken_charge": [-0.06, -0.24, -0.36, 0.78, -0.52, -0.54, 0.34, 0.31, 0.30]
}



{
  "formula": "C2H2BrF",
  "method": "the ωB97M-V functional and the def2-TZVPD basis",
  "total_energy_ev": -74858.5823,
  "gap_ha": 0.299,
  "fmax_ev_per_a": 1.29,
  "e_above_lowest_kcal_mol": 151.6,
  "symbols": ["C", "C", "F", "Br", "H", "H"],
  "coordinates": [[-1.7195, -0.4090, 0.5491], [1.1097, 0.3331, -0.6438], [0.8890, 1.5002, -0.0897], [2.5111, -0.4907, 0.2395], [-0.7194, -0.8465, 0.3915], [-2.0709, -0.0872, -0.4466]],
  "atomic_forces_ev_per_a": [[-0.292, 0.140, 0.467], [-0.841, 0.743, -0.644], [0.221, -0.381, 0.020], [0.735, -0.292, 0.569], [-0.060, -0.077, -0.278], [0.237, -0.132, -0.135]],
  "mulliken_charge": [-0.27, 0.00, -0.04, 0.00, 0.10, 0.20]
}



{
  "formula": "C3H9NOS",
  "method": "the ωB97M-V functional and the def2-TZVPD basis",
  "total_energy_ev": -17621.0078,
  "multiplicity": 3,
  "gap_ha": [0.166, 0.250],
  "fmax_ev_per_a": 6.83,
  "e_above_lowest_kcal_mol": 72.4,
  "symbols": ["C", "C", "C", "N", "O", "S", "H", "H", "H", "H", "H", "H", "H", "H", "H"],
  "coordinates": [[-0.8539, -0.3933, -1.2016], [-1.0786, 0.4415, 1.2201], [-0.3789, -0.5220, 0.2402], [1.9161, 0.5465, -1.1061], [2.2409, -0.7888, 1.0076], [1.3831, 0.0441, 0.2054], [-0.3509, 0.5201, -1.6560], [-0.3751, -1.2111, -1.6985], [-1.9116, -0.4247, -1.2218], [-1.5611, 1.1999, 0.5364], [-0.3573, 0.9812, 1.9580], [-1.7722, -0.0519, 1.8684], [-0.3564, -1.4860, 0.5560], [2.3667, -0.0175, -1.7098], [1.0893, 1.1621, 1.0016]],
  "atomic_forces_ev_per_a": [[2.008, 0.930, 0.230], [0.707, 1.293, -0.636], [-0.034, 4.394, -0.996], [-0.750, 5.840, -2.135], [1.528, 0.191, 1.715], [-3.279, -5.150, 3.062], [-1.458, -0.771, 0.434], [-0.237, -0.705, -0.752], [-1.014, 0.115, -0.497], [0.252, -0.493, 1.287], [-0.835, -0.724, -1.238], [-0.673, -0.320, 0.075], [0.412, -2.867, 1.057], [2.135, -2.849, -2.234], [1.237, 1.116, 0.630]],
  "lowdin_spin": [0.03, 0.07, 0.14, 0.79, 0.14, 0.54, 0.01, 0.01, 0.00, 0.00, 0.04, 0.00, 0.01, 0.04, 0.16]
}



{
  "formula": "C3H8N5",
  "method": "the ωB97M-V functional and the def2-TZVPD basis",
  "total_energy_ev": -10682.4479,
  "gap_ha": 0.414,
  "fmax_ev_per_a": 5.28,
  "total_charge": 1,
  "e_above_lowest_kcal_mol": 46.9,
  "symbols": ["C", "C", "C", "N", "N", "N", "N", "N", "H", "H", "H", "H", "H", "H", "H", "H"],
  "coordinates": [[0.0584, 0.1160, -0.3415], [1.8305, -1.6096, -0.7212], [-1.8511, 1.3242, 1.0828], [0.1627, -1.5080, 1.1418], [-0.6839, -0.7427, 1.6067], [0.6887, -1.0254, -0.0595], [-0.9291, 0.2377, 0.7926], [0.1077, 0.9629, -1.3480], [2.2219, -2.2474, 0.0861], [1.4373, -2.2689, -1.6369], [2.5208, -0.9789, -1.1801], [-1.2011, 2.2061, 1.4924], [-2.4815, 1.5247, 0.2010], [-2.4255, 0.9800, 1.9626], [1.0230, 1.2461, -1.8545], [-0.4788, 1.7833, -1.2243]],
  "atomic_forces_ev_per_a": [[-2.497, -0.875, 3.732], [-2.223, -4.103, -0.912], [1.275, 1.118, 1.427], [2.214, -1.789, 0.224], [-0.920, -0.686, 0.294], [-1.773, 3.124, -0.034], [2.939, 0.776, -4.322], [1.902, 1.832, -1.555], [0.465, 0.065, -0.815], [0.767, 1.090, 2.175], [1.047, 1.669, -0.006], [-1.464, -1.182, -1.162], [0.275, 0.150, 0.597], [-0.027, 0.170, -0.712], [-2.014, -1.202, 1.210], [0.035, -0.156, -0.140]],
  "mulliken_charge": [0.23, -0.82, -0.91, -0.37, -0.33, 0.44, 0.53, -0.39, 0.32, 0.31, 0.35, 0.34, 0.37, 0.34, 0.31, 0.26]
}